(1)
A structure of composition C15H9N2PbS5 in a non-equilibrium geometry. Source: OMol25; level of theory: ωB97M-V/def2-TZVPD.

Positions of all 32 atoms, in Å:
Pb -0.078 0.579 0.357
S 1.966 -3.619 -5.971
C 1.415 -2.822 -4.680
S 2.846 -1.713 -2.626
C 1.516 -0.520 -2.235
C -0.260 -0.933 -3.395
S -1.260 -0.072 -2.115
S -1.092 -2.174 -4.336
S 1.993 0.789 -1.115
C -1.407 -3.245 4.533
C -1.200 -4.191 3.535
C -0.817 -3.805 2.267
C -0.630 -2.447 1.975
C -0.845 -1.503 2.983
C -1.235 -1.899 4.249
N -0.272 -2.000 0.683
N -0.095 -2.916 -0.152
C 0.097 -2.615 -1.464
C 0.336 -3.577 -2.388
C 0.243 -3.383 -3.871
C 2.016 -1.508 -4.265
C 1.106 -0.355 -3.734
C 0.151 -1.254 -2.002
H -1.702 -3.551 5.527
H -1.346 -5.240 3.753
H -0.668 -4.539 1.490
H -0.718 -0.449 2.779
H -1.408 -1.152 5.012
H 0.532 -4.588 -2.046
H -0.049 -4.327 -4.326
H 2.729 -1.177 -5.012
H 1.186 0.586 -4.268

As for the LUMO energy: -4.955 eV. Its gap between HOMO and LUMO is 0.24414 hartree. Its total charge is +1.

Atomic partial charges in e from the Löwdin method, atoms 1 to 6: atom 1 (Pb): 1.103, atom 2 (S): 0.848, atom 3 (C): -0.831, atom 4 (S): 1.005, atom 5 (C): -1.038, atom 6 (C): -0.840

(2)
A structure of composition C16H10AuN5O. Source: OMol25; level of theory: ωB97M-V/def2-TZVPD.

Positions of all 33 atoms, in Å:
Au 1.585 0.621 2.584
C -3.293 0.085 1.698
C -2.447 1.201 2.097
N -1.276 1.407 1.631
C -0.784 0.569 0.597
C -1.761 -0.440 0.016
C -2.917 -0.771 0.694
C -1.468 -0.678 -1.429
C -0.286 -1.615 -1.488
C 0.937 -1.195 -1.127
C 2.149 -1.938 -1.392
C 3.330 -1.321 -1.260
C 3.374 0.070 -0.827
N 2.371 0.766 -0.435
C 1.091 0.154 -0.446
H -4.255 -0.027 2.186
H -2.802 1.858 2.884
H -3.593 -1.533 0.324
H -2.326 -1.044 -1.989
H -0.452 -2.608 -1.886
H 2.064 -2.952 -1.761
H 4.262 -1.815 -1.495
H 4.338 0.570 -0.806
N 0.560 0.066 0.963
C -0.120 1.069 -0.707
C -1.020 0.779 -1.885
C -0.328 0.770 -3.169
N 0.278 0.700 -4.139
C -2.213 1.631 -1.812
N -3.187 2.188 -1.572
O 2.667 1.180 4.282
H 3.269 0.544 4.693
H 2.252 1.708 4.977

As for the LUMO energy (alpha / beta): -10.221 / -10.166 eV. Its gap between HOMO and LUMO (alpha / beta) is 0.21236 / 0.21257 hartree. For the energy relative to the best compared isomer or geometry (same formula, charge and spin), the calculation gives 575.9 kJ/mol. As for the spin multiplicity: 3. Its total charge is +2.

Atomic partial charges in e from the Löwdin method, atoms 1 to 6: atom 1 (Au): 0.938, atom 2 (C): 0.125, atom 3 (C): -0.038, atom 4 (N): 0.180, atom 5 (C): -0.377, atom 6 (C): 0.030

(3)
A structure of composition C16H10ClN2OSe3TeTl. Source: OMol25; level of theory: ωB97M-V/def2-TZVPD.

Positions of all 35 atoms, in Å:
Tl -1.353 1.151 -0.704
Cl -0.322 1.029 6.595
C -0.927 0.923 4.963
C -2.245 1.334 4.682
C -2.740 1.263 3.411
C -1.955 0.778 2.329
O -2.481 0.728 1.149
C -0.633 0.348 2.636
C 0.257 -0.232 1.686
N 0.043 -0.410 0.425
C 1.000 -1.079 -0.373
C 2.029 -1.853 0.095
C 2.939 -2.484 -0.782
C 2.806 -2.364 -2.132
C 1.726 -1.617 -2.658
C 1.492 -1.482 -4.048
C 0.415 -0.782 -4.499
C -0.448 -0.195 -3.554
N -0.246 -0.295 -2.267
C 0.825 -0.984 -1.785
C -0.146 0.440 3.965
H -2.861 1.712 5.488
H -3.748 1.585 3.182
H 1.215 -0.551 2.104
H 2.152 -2.009 1.159
H 3.744 -3.075 -0.365
H 3.500 -2.843 -2.811
H 2.180 -1.952 -4.741
H 0.211 -0.668 -5.554
H -1.326 0.366 -3.858
H 0.866 0.115 4.181
Se 0.469 3.047 -0.762
Se -0.984 4.696 -1.543
Te -2.053 3.508 -3.472
Se -3.403 1.855 -2.141

As for the LUMO energy: -1.001 eV. Its gap between HOMO and LUMO is 0.24938 hartree.

Atomic partial charges in e from the Löwdin method, atoms 1 to 6: atom 1 (Tl): 0.370, atom 2 (Cl): 0.645, atom 3 (C): -0.671, atom 4 (C): -0.084, atom 5 (C): 0.007, atom 6 (C): -0.353

(4)
A structure of composition C16H10I2N3OTl. Source: OMol25; level of theory: ωB97M-V/def2-TZVPD.

Positions of all 33 atoms, in Å:
Tl 0.092 0.335 -2.043
I -3.746 3.706 -0.393
C -3.846 1.607 -0.409
C -5.071 0.965 -0.265
C -5.139 -0.405 -0.262
I -7.041 -1.309 -0.081
C -3.974 -1.185 -0.398
C -3.939 -2.596 -0.350
C -2.751 -3.261 -0.477
C -1.580 -2.518 -0.680
N -1.570 -1.207 -0.732
C -2.726 -0.517 -0.571
C -2.626 0.933 -0.577
O -1.506 1.540 -0.701
H -5.969 1.555 -0.146
H -4.860 -3.143 -0.207
H -2.706 -4.340 -0.424
H -0.622 -3.013 -0.802
N 4.599 -0.235 -0.919
C 3.348 -0.508 -1.367
N 2.413 0.019 -0.626
C 3.080 0.702 0.382
C 2.584 1.451 1.446
C 3.500 2.023 2.305
C 4.881 1.863 2.123
C 5.390 1.123 1.075
C 4.466 0.545 0.214
H 5.460 -0.543 -1.334
H 3.170 -1.109 -2.246
H 1.517 1.576 1.576
H 3.151 2.611 3.144
H 5.564 2.332 2.819
H 6.456 1.002 0.927

As for the LUMO energy: 0.128 eV. Its gap between HOMO and LUMO is 0.26240 hartree.

Atomic partial charges in e from the Löwdin method, atoms 1 to 6: atom 1 (Tl): 0.920, atom 2 (I): 0.871, atom 3 (C): -0.636, atom 4 (C): -0.236, atom 5 (C): -0.662, atom 6 (I): 0.865

| no. | E_tot (Ha) |
| --- | --- |
| 1 | -2869.9533 |
| 2 | -1099.5201 |
| 3 | -8905.5346 |
| 4 | -1623.1433 |